The following is a DFT calculation (ωB97M-V/def2-TZVPD) of a structure of composition C25H16DyN5O10S.

Each line ends with the Mulliken charge.
Atoms and positions in Å:
Dy (0.413272, -0.623272, 1.127798)  -0.021
O (1.148172, -2.611372, 0.232398)  -0.557
C (-0.016328, -2.462472, -0.206002)  1.144
O (-0.963028, -2.179972, 0.575798)  -0.662
C (-0.188028, -2.242772, -1.685602)  -0.039
C (0.060072, -3.121872, -2.695002)  -0.539
C (-0.032728, -2.683272, -4.028402)  -0.599
C (-0.453528, -1.397172, -4.311902)  -0.285
C (-0.706528, -0.488472, -3.290602)  -0.892
C (-0.456328, -0.841272, -1.924902)  1.357
O (-0.390528, -0.016372, -0.961202)  -0.050
N (-1.196628, 0.801028, -3.644502)  0.951
O (-1.656328, 1.518828, -2.766502)  -0.700
O (-1.175228, 1.117428, -4.816002)  -0.683
N (0.309772, -3.578672, -5.090702)  1.058
O (0.693272, -4.691472, -4.787402)  -0.650
O (0.226872, -3.171172, -6.231302)  -0.640
H (0.317772, -4.150472, -2.495402)  0.616
H (-0.578428, -1.085772, -5.339802)  0.637
O (-3.218928, 3.971428, -2.270502)  -0.469
C (-3.367028, 4.298528, -0.991902)  0.315
O (-3.893428, 5.323828, -0.649602)  -0.575
C (-2.838528, 3.313828, 0.013398)  0.154
C (-2.207728, 3.798728, 1.155898)  -1.242
C (-1.650628, 2.926228, 2.068298)  -0.275
C (-1.739228, 1.548628, 1.850798)  0.367
C (-2.456228, 1.062328, 0.747498)  -0.127
C (-2.995128, 1.940328, -0.165602)  -0.545
N (-1.056228, 0.602228, 2.611598)  0.007
C (-0.783528, 0.722028, 3.857798)  -0.272
C (0.034472, -0.310872, 4.481098)  0.698
C (0.169572, -0.412972, 5.865498)  -0.897
C (0.970972, -1.414872, 6.386798)  -0.246
C (1.617072, -2.272372, 5.509498)  -0.896
C (1.420072, -2.112472, 4.142498)  -0.022
N (0.648172, -1.162072, 3.631298)  -0.127
H (-2.700228, 3.156628, -2.427102)  0.581
H (-2.128528, 4.866328, 1.301798)  0.431
H (-1.075828, 3.302128, 2.901698)  0.410
H (-2.582028, -0.009772, 0.635698)  0.556
H (-3.522228, 1.556128, -1.024802)  0.601
H (-1.125328, 1.554028, 4.475298)  0.445
H (-0.352528, 0.273628, 6.514298)  0.442
H (1.084472, -1.525872, 7.453998)  0.444
H (2.256372, -3.058872, 5.874798)  0.396
H (1.890672, -2.777972, 3.425998)  0.538
O (2.479972, -0.475772, 1.231998)  -0.578
N (2.691872, -0.142272, -0.027002)  0.334
C (3.337772, -0.984272, -0.848002)  -0.041
C (3.546072, -0.668372, -2.168702)  -0.898
C (3.113272, 0.574128, -2.642902)  -0.149
C (2.469472, 1.438728, -1.790302)  -0.889
C (2.213372, 1.065228, -0.464002)  0.670
S (1.312472, 1.974628, 0.659498)  -0.364
H (3.657372, -1.909272, -0.387302)  0.420
H (4.034972, -1.379472, -2.814102)  0.463
H (3.282172, 0.856028, -3.669702)  0.435
H (2.107072, 2.400428, -2.116302)  0.459

Atomic forces in eV per Å
Dy -0.9470 3.0442 1.5636
O 0.2695 -0.5391 -0.0082
C -0.1938 -2.0263 -1.9270
O -1.2773 -1.1121 -0.2137
C -0.1991 0.4365 0.0933
C -0.0426 -0.0433 -0.0683
C -0.3839 0.7978 0.9095
C 0.0729 -0.0881 -0.1700
C 0.3440 -1.0801 0.5694
C -0.0410 -0.1808 -0.4465
O 0.0878 -0.2187 -0.0820
N -0.2443 0.5777 -0.3848
O -0.0193 -0.0236 0.2412
O 0.0612 0.1597 -0.2567
N 0.1170 -0.1479 -0.3400
O 0.0590 -0.3394 0.0653
O -0.0616 0.0668 -0.3008
H 0.0935 -0.0567 0.0179
H 0.0122 -0.0208 0.0504
O -0.0215 -0.1278 -0.5302
C 0.0313 -0.0633 0.5624
O 0.0869 -0.0229 -0.1869
C -0.0742 -0.2428 0.0293
C -0.0413 -0.0048 -0.0582
C 0.0885 -0.3183 -0.0464
C -0.8988 0.6763 -0.6766
C 0.2033 -0.0576 0.6390
C 0.0059 0.3750 0.0353
N 0.2227 -0.0652 1.4778
C -0.4634 0.2040 -0.8746
C 0.5331 -0.5903 0.4195
C -0.0961 0.1183 -0.4979
C 0.1144 -0.1743 -0.3080
C -0.1572 0.1238 0.1144
C 0.0146 -0.0986 -0.0440
N -0.0750 0.2369 0.4124
H -0.0391 0.1977 0.1500
H -0.0017 0.0444 -0.0349
H 0.0654 0.0783 0.0687
H 0.0775 0.0608 -0.1027
H -0.0355 -0.0211 -0.0668
H -0.1291 -0.0324 -0.0914
H -0.0361 0.1028 0.0104
H 0.0395 -0.0016 0.0835
H 0.0688 -0.0980 -0.0030
H 0.0318 0.0588 0.0459
O 2.2663 -0.7826 1.1657
N 0.3619 0.7113 -1.2474
C 0.4580 -0.5743 -0.5563
C -0.0282 -0.0676 0.3952
C -0.1300 0.1676 0.2688
C 0.1146 -0.3365 -0.2360
C -0.0833 0.4896 0.6410
S -0.1232 0.7492 -0.0994
H -0.1012 0.0837 -0.0508
H 0.0769 -0.0540 0.0114
H 0.0100 0.0084 -0.1396
H -0.0437 0.0415 0.0080

Values from the calculation:
- expectation value of S² = 9.328
- 2S+1 = 6
- energy above the lowest of the compared OMol25 structures with the same formula, charge and spin (eV) = 0.438
- energy (hartree) = -3271.65763

***

The following is a DFT calculation (ωB97M-V/def2-TZVPD) of a structure of composition C28H22N3O2PPdSe2.

Each line ends with the Mulliken charge.
Atoms and positions in Å:
Pd (0.692406, 0.589626, -1.459068)  0.319
C (0.580918, -2.876356, 3.967550)  -0.784
O (-0.390284, -3.790805, 3.492367)  -0.461
C (-0.141030, -4.413506, 2.311012)  0.907
C (1.026776, -4.250272, 1.570367)  -0.359
C (1.167578, -4.893467, 0.348711)  -0.484
C (0.152405, -5.704969, -0.140469)  -0.156
C (-0.975065, -5.927026, 0.644744)  -0.168
C (-1.134439, -5.272654, 1.849602)  -0.636
N (0.206450, -6.421595, -1.383905)  -0.396
N (0.562143, -5.886903, -2.444077)  -0.618
C (0.851653, -4.483045, -2.512089)  -0.064
C (2.069095, -4.107459, -3.018173)  -0.388
C (2.500063, -2.775079, -3.045585)  -0.786
C (1.691014, -1.758802, -2.560170)  1.402
O (2.021151, -0.499540, -2.561049)  -0.930
C (0.390964, -2.147087, -2.082453)  0.201
N (-0.398379, -1.128890, -1.639496)  -0.516
C (-1.652549, -1.354922, -1.322248)  -0.419
C (-2.209647, -2.640681, -1.407077)  -0.972
C (-1.420309, -3.693764, -1.771787)  -0.381
C (-0.065163, -3.477230, -2.109245)  0.552
H (0.185431, -2.473498, 4.895594)  0.240
H (0.739161, -2.062597, 3.254854)  0.295
H (1.532821, -3.374734, 4.167618)  0.343
H (1.827469, -3.616766, 1.922393)  0.408
H (2.071340, -4.741686, -0.225686)  0.471
H (-1.737351, -6.607184, 0.285155)  0.440
H (-2.020185, -5.416048, 2.453961)  0.429
H (2.730032, -4.888796, -3.375241)  0.405
H (3.469844, -2.517211, -3.448770)  0.427
H (-2.230985, -0.510595, -0.971281)  0.517
H (-3.253006, -2.779376, -1.162387)  0.394
H (-1.831631, -4.692576, -1.826161)  0.603
Se (-0.462523, 1.337066, 0.543504)  -0.363
P (0.364968, 3.283408, -0.024352)  0.918
Se (2.020067, 2.669383, -1.276198)  -0.386
C (-0.896036, 4.225130, -0.917320)  0.582
C (-1.979642, 4.728160, -0.197953)  -0.415
C (-2.987001, 5.410623, -0.857192)  -0.636
C (-2.915791, 5.594087, -2.233411)  -0.409
C (-1.837855, 5.095785, -2.948041)  -0.593
C (-0.823837, 4.410139, -2.291351)  -0.339
C (0.814742, 4.333576, 1.371402)  0.497
C (1.099780, 5.678352, 1.141480)  -0.335
C (1.483639, 6.488881, 2.196609)  -0.645
C (1.576036, 5.961317, 3.478709)  -0.403
C (1.290999, 4.623210, 3.707210)  -0.584
C (0.914793, 3.804060, 2.652468)  -0.335
H (-2.036598, 4.581060, 0.874389)  0.358
H (-3.829071, 5.799750, -0.300145)  0.393
H (-3.704987, 6.128038, -2.746559)  0.387
H (-1.781455, 5.239121, -4.018969)  0.388
H (0.019969, 4.014143, -2.842105)  0.255
H (1.015589, 6.089308, 0.142292)  0.387
H (1.707150, 7.532814, 2.021632)  0.386
H (1.872049, 6.598188, 4.302022)  0.381
H (1.364598, 4.214769, 4.706316)  0.386
H (0.701741, 2.755135, 2.818049)  0.292

Atomic forces in eV per Å
Pd 0.2380 -0.1937 0.4829
C -0.0090 -0.0082 -0.0131
O 0.0041 -0.0160 0.0183
C 0.0518 0.0286 -0.0166
C -0.0025 0.0056 0.0099
C -0.0237 -0.0213 -0.0603
C -0.0593 0.0798 0.0896
C -0.0138 0.0080 0.0278
C -0.0372 -0.0261 -0.0181
N 0.0424 -0.0627 -0.0039
N -0.0391 -0.0052 -0.0913
C -0.0301 0.0750 0.0878
C 0.0775 -0.0269 -0.0418
C 0.0304 0.0155 -0.0201
C -0.1507 -0.0252 -0.0051
O 0.0817 0.1630 -0.2508
C 0.1705 -0.0468 -0.1891
N -0.0968 0.1013 0.0517
C 0.0597 -0.0597 0.1102
C -0.0380 0.0183 0.0179
C 0.0316 -0.0165 -0.0020
C 0.0243 -0.0424 -0.0035
H 0.0013 0.0040 -0.0023
H 0.0064 0.0023 0.0041
H 0.0004 0.0010 0.0006
H 0.0056 0.0002 0.0015
H -0.0065 0.0017 -0.0005
H 0.0074 -0.0046 -0.0086
H -0.0011 0.0000 -0.0002
H 0.0042 0.0054 -0.0016
H 0.0044 -0.0108 0.0025
H 0.0091 0.0211 -0.0174
H 0.0001 -0.0083 0.0050
H -0.0032 -0.0114 0.0018
Se -0.2094 0.4829 -0.0343
P -0.1927 -0.2721 -0.0392
Se 0.0000 -0.1736 -0.0822
C 0.0591 0.0831 -0.0193
C -0.0100 0.0187 -0.0116
C 0.0112 -0.0050 0.0123
C 0.0104 -0.0033 -0.0128
C -0.0043 0.0044 0.0186
C -0.0161 -0.0116 -0.0112
C -0.0007 -0.0784 0.0162
C -0.0118 0.0197 0.0100
C -0.0018 -0.0121 -0.0107
C -0.0026 -0.0151 0.0037
C 0.0074 0.0198 -0.0019
C 0.0232 -0.0042 -0.0130
H 0.0003 0.0005 0.0013
H 0.0012 -0.0022 0.0042
H 0.0001 0.0006 -0.0037
H -0.0018 0.0007 -0.0009
H 0.0037 -0.0042 0.0097
H -0.0010 0.0050 0.0012
H -0.0005 0.0014 -0.0059
H -0.0001 0.0003 0.0036
H -0.0001 -0.0006 0.0014
H -0.0038 0.0003 -0.0009

Values from the calculation:
- 2S+1 = 1
- energy above the lowest of the compared OMol25 structures with the same formula, charge and spin (eV) = 0.156
- energy (hartree) = -6667.07145